1.
# C41H53Cl2N4

A 6-piece molecular cluster, C41H53Cl2N4 overall (the ωB97M-V functional and the def2-TZVPD basis, OMol25).

Calculated values
**Energy**: -2733.2363 hartree
**Net charge**: +1
**HOMO energy**: -10.80 eV

Last column: Mulliken charge in e.
CARTESIAN COORDINATES (ANGSTROEM)
C  4.29  -2.16  -0.20  -1.240
C  3.57  -2.14  1.16  -0.360
C  3.37  -0.73  1.69  0.057
Cl  2.58  -0.80  3.28  -0.177
C  2.65  0.19  0.68  0.597
C  1.46  0.95  1.22  -3.853
C  0.76  1.76  0.15  3.304
C  -0.11  2.87  0.83  -1.639
N  -0.50  2.55  2.18  -0.345
C  -0.04  0.93  -0.89  -2.313
C  -0.97  -0.18  -0.42  0.388
C  -1.94  0.16  0.70  -1.309
Cl  -0.06  -1.68  -0.04  -0.166
N  1.80  2.52  -0.64  -0.179
C  3.11  2.37  -0.28  -0.290
N  3.98  3.42  -0.51  -0.344
N  3.63  1.24  0.24  -0.110
H  4.87  -3.07  -0.33  0.462
H  3.57  -2.08  -1.01  0.290
H  4.97  -1.31  -0.28  0.130
H  2.63  -2.69  1.14  0.066
H  4.21  -2.65  1.88  0.436
H  4.36  -0.31  1.87  0.238
H  2.38  -0.40  -0.19  0.520
H  1.85  1.61  2.00  0.799
H  0.76  0.30  1.71  0.919
H  0.45  3.81  0.75  0.344
H  -1.01  3.02  0.24  0.438
H  -1.42  2.89  2.42  0.175
H  0.17  2.82  2.88  0.211
H  -0.61  1.63  -1.50  0.808
H  0.68  0.47  -1.56  0.452
H  -1.57  -0.46  -1.28  0.287
H  -1.52  0.07  1.69  0.345
H  -2.31  1.18  0.53  0.088
H  -2.81  -0.48  0.61  0.483
H  1.70  2.37  -1.64  0.502
H  4.44  3.51  -1.39  0.227
H  4.21  4.06  0.23  0.226
H  4.23  0.88  -0.51  0.502
C  -3.61  0.34  -4.98  -0.651
C  -3.74  1.57  -5.62  -0.479
C  -3.69  2.74  -4.87  -0.524
C  -3.50  2.68  -3.50  -0.671
C  -3.37  1.45  -2.87  0.186
C  -3.43  0.28  -3.61  -0.598
H  -3.66  -0.58  -5.56  0.411
H  -3.88  1.61  -6.69  0.391
H  -3.79  3.70  -5.37  0.394
H  -3.46  3.60  -2.92  0.306
H  -3.23  1.41  -1.79  0.764
H  -3.34  -0.68  -3.12  0.506
C  2.95  -7.59  2.47  -0.410
C  4.16  -7.20  3.02  -0.370
C  4.32  -5.89  3.46  -0.486
C  3.28  -4.98  3.35  -0.282
C  2.07  -5.38  2.79  -0.430
C  1.91  -6.68  2.35  -0.428
H  2.82  -8.61  2.12  0.370
H  4.97  -7.91  3.12  0.370
H  5.26  -5.58  3.90  0.384
H  3.41  -3.97  3.70  0.511
H  1.26  -4.67  2.70  0.416
H  0.96  -6.99  1.91  0.373
C  -6.47  2.25  1.71  -0.421
C  -5.95  2.72  0.51  -0.444
C  -4.91  3.64  0.53  -0.401
C  -4.38  4.08  1.73  -0.459
C  -4.90  3.60  2.93  -0.473
C  -5.95  2.69  2.92  -0.462
H  -7.28  1.53  1.69  0.453
H  -6.35  2.38  -0.43  0.458
H  -4.50  4.02  -0.40  0.439
H  -3.57  4.79  1.74  0.495
H  -4.49  3.94  3.88  0.409
H  -6.36  2.32  3.85  0.402
C  9.39  0.10  0.17  -0.422
C  9.82  1.42  0.21  -0.458
C  8.90  2.45  0.41  -0.422
C  7.55  2.15  0.57  -0.433
C  7.13  0.83  0.53  0.157
C  8.04  -0.19  0.33  -0.581
H  10.11  -0.69  0.02  0.381
H  10.87  1.66  0.10  0.372
H  9.23  3.48  0.44  0.379
H  6.84  2.95  0.73  0.330
H  6.08  0.60  0.65  0.304
H  7.71  -1.22  0.29  0.375
C  -8.79  -2.64  -2.23  -0.442
C  -8.26  -2.16  -3.42  -0.438
C  -7.22  -1.24  -3.40  -0.453
C  -6.71  -0.80  -2.19  -0.045
C  -7.23  -1.28  -0.99  -0.442
C  -8.27  -2.20  -1.01  -0.427
H  -9.60  -3.36  -2.24  0.365
H  -8.66  -2.50  -4.36  0.369
H  -6.82  -0.86  -4.33  0.395
H  -5.90  -0.08  -2.17  0.380
H  -6.83  -0.94  -0.05  0.368
H  -8.68  -2.57  -0.09  0.372

2.
# C3H5N3

An isolated molecule of C3H5N3 (the ωB97M-V functional and the def2-TZVPD basis, OMol25).

Calculated values
**Energy**: -281.3874 hartree
**Net charge**: 0
**HOMO energy (alpha / beta)**: -7.93 / -7.97 eV
**Energy relative to the best compared isomer or geometry (same formula, charge and spin)**: 532.0 kJ/mol

Last column: natural (NBO) charge in e.
CARTESIAN COORDINATES (ANGSTROEM)
N  -1.90  -0.16  -0.58  -0.785
C  -0.59  -0.28  -0.12  0.022
C  0.18  -1.32  0.06  -0.123
N  2.12  0.09  0.12  -0.428
N  1.37  1.12  0.25  -0.153
C  0.09  0.95  0.39  -0.091
H  -2.43  0.59  -0.17  0.382
H  -2.40  -1.04  -0.60  0.386
H  1.03  -1.95  -0.06  0.250
H  2.99  0.39  -0.34  0.335
H  -0.47  1.61  1.05  0.204

3.
# C2H4N2O2

A 2-piece molecular cluster, C2H4N2O2 overall (the ωB97M-V functional and the def2-TZVPD basis, OMol25).

Calculated values
**Energy**: -338.5966 hartree
**Net charge**: 0
**Structure (SMILES)**: [H]/N=C\O.N=C=O
**HOMO energy**: -10.42 eV
**Energy relative to the best compared isomer or geometry (same formula, charge and spin)**: 148.6 kJ/mol

Last column: natural (NBO) charge in e.
CARTESIAN COORDINATES (ANGSTROEM)
H  0.99  0.02  -1.08  0.325
N  1.29  0.86  -0.59  -0.708
C  1.34  0.67  0.67  0.414
O  1.00  -0.43  1.37  -0.686
H  1.69  1.46  1.33  0.156
H  0.53  -1.04  0.77  0.494
N  -1.31  -1.01  -0.32  -0.851
C  -1.65  0.06  -0.81  0.890
O  -1.88  1.09  -1.29  -0.459
H  -2.00  -1.69  -0.04  0.426

4.
# C5H6O

An isolated molecule of C5H6O (the ωB97M-V functional and the def2-TZVPD basis, OMol25).

Calculated values
**Energy**: -269.2568 hartree
**Net charge**: 0
**Structure (SMILES)**: C=C=CCC=O
**HOMO energy**: -9.67 eV
**Energy relative to the best compared isomer or geometry (same formula, charge and spin)**: 234.9 kJ/mol

Last column: natural (NBO) charge in e.
CARTESIAN COORDINATES (ANGSTROEM)
C  2.64  0.22  0.54  -0.457
C  1.38  0.43  0.25  0.100
C  0.18  0.00  0.00  -0.297
C  -1.23  0.47  0.15  -0.538
C  -2.01  -0.38  -0.82  0.451
O  -2.84  -1.20  -0.50  -0.510
H  2.86  -0.08  1.55  0.221
H  3.40  0.16  -0.23  0.222
H  0.25  -1.06  -0.21  0.222
H  -1.39  1.54  0.00  0.239
H  -1.55  0.20  1.16  0.239
H  -1.69  -0.29  -1.88  0.108

> Look up the net charge of the third one.

0